{
  "formula": "C20H27ClF3N5OS",
  "method": "ωB97M-V/def2-TZVPD",
  "elements": ["C", "C", "C", "C", "N", "C", "N", "N", "C", "C", "N", "C", "H", "H", "H", "C", "H", "H", "H", "C", "C", "H", "H", "H", "H", "H", "H", "S", "C", "C", "O", "N", "C", "C", "C", "C", "C", "C", "Cl", "H", "H", "C", "F", "F", "F", "H", "H", "H", "H", "H", "H", "H", "H", "H", "H", "H", "H", "H"],
  "positions_angstrom": [[1.303, -2.157, 1.895], [0.107, -1.319, 1.463], [-1.133, -2.186, 1.257], [-2.380, -1.365, 0.907], [-2.165, -0.523, -0.241], [-1.859, -0.933, -1.504], [-1.566, 0.093, -2.263], [-1.688, 1.195, -1.509], [-2.048, 0.842, -0.308], [-2.299, 1.775, 0.830], [-1.157, 1.700, 1.741], [-1.437, 2.195, 3.071], [-1.593, 3.283, 3.112], [-2.325, 1.701, 3.466], [-0.591, 1.951, 3.712], [0.056, 2.284, 1.202], [0.905, 1.919, 1.781], [0.054, 3.381, 1.238], [0.178, 1.969, 0.168], [-2.640, 3.177, 0.296], [-4.011, 3.205, -0.366], [-4.238, 4.209, -0.717], [-4.787, 2.903, 0.336], [-4.030, 2.533, -1.219], [-1.884, 3.472, -0.431], [-2.624, 3.882, 1.129], [-3.168, 1.400, 1.389], [-1.897, -2.591, -2.032], [-0.789, -2.443, -3.479], [0.625, -2.329, -2.934], [1.317, -3.299, -2.736], [0.977, -1.041, -2.652], [2.061, -0.604, -1.907], [2.933, -1.477, -1.259], [3.954, -0.976, -0.468], [4.141, 0.391, -0.312], [3.293, 1.264, -0.966], [2.267, 0.777, -1.757], [1.222, 1.895, -2.567], [3.423, 2.330, -0.865], [4.940, 0.764, 0.310], [4.892, -1.913, 0.240], [5.078, -1.557, 1.527], [4.475, -3.182, 0.257], [6.118, -1.920, -0.317], [2.800, -2.540, -1.378], [0.299, -0.311, -2.887], [-1.112, -1.584, -4.063], [-0.905, -3.373, -4.031], [-3.218, -2.037, 0.696], [-2.638, -0.715, 1.744], [-0.941, -2.917, 0.470], [-1.351, -2.737, 2.173], [0.355, -0.800, 0.534], [-0.107, -0.557, 2.214], [1.094, -2.667, 2.832], [2.178, -1.527, 2.036], [1.539, -2.907, 1.144]],
  "forces_ev_per_a": [[-0.138, 0.171, -0.089], [0.018, -0.328, 0.150], [0.054, 0.358, -0.003], [0.056, -0.566, 0.454], [0.141, 0.316, -0.830], [-0.050, 0.138, -0.041], [-0.195, -0.785, -0.376], [-0.203, 0.983, 0.519], [-0.149, -0.132, -0.036], [0.058, 0.257, 0.044], [-0.149, 0.051, 0.089], [0.000, -0.052, -0.098], [-0.002, 0.036, 0.029], [-0.052, -0.005, 0.079], [-0.001, 0.031, 0.102], [-0.016, -0.126, 0.052], [0.095, 0.027, 0.002], [0.015, 0.049, -0.024], [0.109, 0.024, -0.097], [-0.136, -0.250, 0.084], [0.180, 0.053, 0.036], [-0.102, 0.063, -0.057], [-0.119, -0.014, 0.051], [-0.071, -0.038, -0.103], [0.066, 0.069, 0.062], [0.091, 0.008, 0.013], [0.053, 0.054, -0.031], [-0.093, -0.326, -0.211], [-0.133, 0.023, 0.379], [-0.197, 0.242, -0.272], [0.162, -0.353, 0.052], [-0.112, 0.370, -0.306], [0.263, 0.139, 0.148], [0.191, -0.059, 0.154], [-0.068, 0.079, -0.012], [-0.055, -0.181, -0.032], [0.001, -0.076, -0.004], [0.102, -0.200, 0.031], [0.121, 0.069, -0.034], [-0.022, 0.125, -0.019], [0.072, 0.062, 0.060], [0.232, -0.108, 0.157], [-0.089, 0.199, 0.117], [-0.250, -0.129, -0.151], [0.065, 0.105, -0.183], [-0.009, 0.032, 0.011], [0.064, -0.369, 0.049], [0.040, -0.050, -0.077], [0.061, 0.076, 0.034], [-0.018, 0.151, 0.107], [-0.069, -0.059, -0.077], [-0.014, -0.047, 0.083], [-0.031, -0.076, 0.036], [-0.032, 0.123, -0.040], [0.003, 0.074, -0.071], [0.025, -0.096, 0.128], [0.145, -0.004, 0.029], [0.090, -0.127, -0.068]],
  "e_above_lowest_ev": 0.000,
  "energy_ev": -62187.9640,
  "homo_ev": -8.737,
  "smiles": "CCCCn1c(SCC(=O)Nc2cc(C(F)(F)F)ccc2Cl)nnc1[C@H](CC)N(C)C",
  "charge": 0,
  "lumo_ev": 0.50,
  "molar_mass_g_mol": 477.98
}

---

{
  "formula": "C34H33NO5PS2V",
  "method": "ωB97M-V/def2-TZVPD",
  "elements": ["V", "C", "C", "C", "C", "N", "C", "C", "C", "C", "C", "C", "C", "H", "H", "H", "H", "H", "H", "H", "H", "O", "S", "O", "O", "C", "C", "C", "C", "C", "C", "P", "C", "C", "C", "C", "C", "C", "C", "C", "C", "C", "C", "C", "H", "H", "H", "H", "H", "H", "H", "H", "H", "H", "H", "H", "H", "H", "O", "S", "C", "C", "C", "C", "H", "H", "H", "H", "H", "H", "H", "H", "C", "O", "H", "H", "H"],
  "positions_angstrom": [[0.285, -0.030, 0.056], [0.700, 0.615, 4.255], [2.074, 0.817, 4.321], [2.838, 0.778, 3.166], [2.228, 0.542, 1.947], [0.888, 0.331, 1.915], [0.137, 0.372, 3.026], [2.934, 0.514, 0.639], [4.315, 0.629, 0.519], [4.924, 0.595, -0.732], [4.163, 0.468, -1.883], [2.772, 0.354, -1.795], [2.191, 0.374, -0.551], [0.078, 0.645, 5.138], [2.548, 1.016, 5.274], [3.904, 0.945, 3.218], [-0.926, 0.214, 2.899], [4.933, 0.747, 1.401], [6.002, 0.661, -0.801], [4.644, 0.440, -2.852], [2.168, 0.253, -2.687], [-1.725, 2.926, -1.168], [-1.632, 1.525, -0.958], [-0.513, 0.805, -1.685], [-1.490, 1.027, 0.458], [-3.078, 0.729, -1.510], [-4.145, 1.370, -2.103], [-5.244, 0.602, -2.463], [-5.250, -0.770, -2.247], [-4.155, -1.410, -1.673], [-3.062, -0.651, -1.288], [-1.605, -1.409, -0.517], [-1.156, -2.785, -1.577], [-1.633, -4.075, -1.336], [-1.340, -5.089, -2.237], [-0.582, -4.817, -3.368], [-0.108, -3.532, -3.607], [-0.393, -2.513, -2.714], [-2.076, -1.970, 1.120], [-3.135, -1.345, 1.783], [-3.407, -1.668, 3.103], [-2.620, -2.598, 3.770], [-1.568, -3.229, 3.115], [-1.293, -2.917, 1.793], [-4.112, 2.438, -2.281], [-6.102, 1.079, -2.919], [-6.116, -1.353, -2.533], [-4.159, -2.484, -1.533], [-2.229, -4.285, -0.456], [-1.708, -6.091, -2.057], [-0.359, -5.611, -4.069], [0.477, -3.328, -4.494], [-0.040, -1.506, -2.904], [-3.744, -0.613, 1.269], [-4.236, -1.194, 3.613], [-2.831, -2.841, 4.805], [-0.968, -3.967, 3.631], [-0.494, -3.431, 1.275], [0.825, 2.296, 0.189], [1.128, 3.335, -0.920], [2.827, 3.901, -0.593], [2.751, 5.419, -0.460], [1.491, 5.681, 0.365], [0.389, 4.889, -0.328], [3.475, 3.547, -1.393], [3.108, 3.426, 0.348], [2.653, 5.881, -1.445], [3.649, 5.819, 0.008], [1.237, 6.739, 0.407], [1.625, 5.320, 1.387], [0.031, 5.390, -1.230], [-0.466, 4.616, 0.286], [1.911, -2.573, 0.176], [0.982, -1.485, 0.170], [1.457, -3.421, -0.330], [2.151, -2.823, 1.205], [2.808, -2.260, -0.353]],
  "forces_ev_per_a": [[-0.652, 3.512, -0.564], [0.093, 0.020, 0.115], [-0.023, 0.017, 0.039], [0.108, 0.077, 0.141], [-0.112, -0.051, -0.189], [0.133, 0.180, 0.554], [0.132, 0.013, -0.278], [-0.093, -0.113, -0.126], [0.037, 0.040, 0.022], [0.039, 0.004, -0.010], [0.048, 0.015, 0.052], [-0.109, 0.043, 0.113], [0.141, -0.083, -0.099], [0.020, 0.010, -0.016], [-0.004, -0.027, -0.034], [-0.035, 0.008, 0.004], [-0.026, -0.028, -0.050], [-0.011, -0.032, -0.050], [-0.042, 0.029, 0.000], [-0.011, 0.011, 0.014], [0.002, -0.014, -0.023], [0.000, -0.030, 0.040], [-0.489, 0.125, -0.360], [0.223, 0.360, 0.442], [0.274, 0.242, -0.151], [-0.010, -0.369, 0.058], [0.151, 0.098, 0.020], [-0.100, -0.091, -0.035], [-0.040, 0.022, -0.030], [0.025, 0.022, -0.024], [0.110, 0.235, 0.026], [-0.591, -1.012, -0.170], [-0.072, -0.061, 0.077], [0.047, 0.022, 0.000], [-0.007, 0.009, 0.029], [0.002, -0.033, 0.016], [0.029, -0.022, -0.033], [-0.020, -0.012, 0.049], [0.088, 0.058, 0.030], [0.014, 0.006, -0.001], [-0.015, 0.004, 0.034], [0.004, -0.006, 0.026], [0.017, -0.001, -0.057], [-0.073, -0.007, -0.005], [-0.020, -0.050, 0.051], [0.012, -0.021, 0.000], [0.026, 0.012, -0.008], [-0.031, 0.015, 0.003], [0.008, -0.012, -0.039], [0.009, 0.033, -0.010], [-0.004, 0.025, 0.013], [-0.007, 0.011, 0.018], [0.007, 0.028, -0.045], [0.002, 0.013, 0.018], [0.019, -0.004, -0.019], [-0.009, 0.002, -0.047], [-0.030, 0.009, -0.015], [0.047, 0.027, 0.030], [-0.194, 0.175, 0.002], [0.093, -0.325, 0.321], [0.001, 0.024, -0.098], [-0.111, 0.022, 0.083], [0.023, -0.046, -0.087], [0.014, 0.031, -0.065], [-0.006, -0.021, 0.029], [-0.007, -0.023, 0.007], [0.047, 0.009, 0.027], [0.014, -0.039, -0.017], [-0.011, -0.009, 0.020], [0.012, 0.033, -0.001], [-0.017, -0.002, 0.063], [0.030, -0.019, -0.028], [-0.052, 0.142, -0.012], [1.064, -3.386, 0.198], [-0.125, -0.016, -0.044], [-0.053, 0.040, 0.121], [0.050, 0.125, -0.066]],
  "e_above_lowest_ev": 0.448,
  "energy_ev": -104154.0092,
  "homo_ev": [-14.110, -14.073],
  "charge": 2,
  "lumo_ev": [-6.56, -7.60],
  "molar_mass_g_mol": 681.69
}

---

{
  "formula": "C5H8O2",
  "method": "ωB97M-V/def2-TZVPD",
  "elements": ["O", "C", "C", "C", "C", "O", "C", "H", "H", "H", "H", "H", "H", "H", "H"],
  "positions_angstrom": [[-1.877, 0.944, 1.264], [-0.947, -0.486, 0.803], [-0.702, -0.471, -0.701], [0.703, 0.062, -0.363], [1.947, -0.193, -1.080], [1.334, 1.098, -1.090], [0.340, 0.096, 1.090], [-2.286, 1.377, 0.495], [-1.533, -1.226, 1.340], [-1.331, 0.190, -1.308], [-0.717, -1.475, -1.137], [2.886, -0.255, -0.529], [1.940, -0.722, -2.035], [-0.735, 1.168, 1.301], [0.975, -0.108, 1.948]],
  "forces_ev_per_a": [[-0.090, 0.335, -0.130], [0.084, -0.097, 0.038], [-0.044, -0.025, -0.113], [-0.038, -0.196, 0.035], [0.220, -0.233, -0.055], [-0.035, 0.264, -0.058], [0.211, -0.289, 0.049], [0.023, -0.075, 0.181], [0.105, 0.116, -0.079], [0.093, -0.095, 0.119], [0.020, 0.140, 0.057], [-0.154, 0.025, -0.047], [-0.035, 0.088, 0.138], [-0.294, -0.002, -0.014], [-0.067, 0.044, -0.120]],
  "e_above_lowest_ev": 5.279,
  "energy_ev": -9404.5535,
  "homo_ev": -8.254,
  "charge": 0,
  "lumo_ev": 0.78,
  "molar_mass_g_mol": 100.12
}